Formula: C26H51Cl3LaN2O6PSi
Source: OMol25
Level of theory: ωB97M-V/def2-TZVPD

Each line ends with the Mulliken charge.
CARTESIAN COORDINATES (ANGSTROEM)
C 3.81 -4.08 -1.61  -1.301
C 4.01 -4.79 -0.30  0.149
H 4.78 -3.78 -2.03  0.393
H 3.19 -3.18 -1.49  0.219
H 3.32 -4.74 -2.33  0.258
C 5.14 -5.36 0.11  0.119
C 6.39 -5.47 -0.70  -1.407
H 5.19 -5.81 1.10  0.294
H 6.62 -4.56 -1.27  0.371
H 6.36 -6.31 -1.40  0.267
H 7.22 -5.66 -0.01  0.372
La -1.38 1.87 -2.05  1.862
Cl -3.67 0.95 -3.04  -0.641
Cl 0.26 -0.22 -2.38  -0.666
C -2.57 -0.15 0.03  0.190
O -2.18 1.05 0.17  -0.631
N -2.88 -0.96 1.02  0.261
C -2.63 -0.54 2.40  -0.870
C -3.56 -2.24 0.77  -0.842
H -2.63 -0.57 -0.99  0.253
H -2.43 0.53 2.39  0.231
H -1.77 -1.07 2.83  0.131
H -3.49 -0.77 3.02  0.419
H -3.74 -2.33 -0.30  0.290
H -4.51 -2.27 1.32  0.335
H -2.95 -3.09 1.11  0.252
H 3.11 2.86 -2.81  0.284
H 2.73 1.22 -0.74  0.350
C 2.87 3.70 -2.16  -0.902
C 2.77 2.17 -0.19  -0.989
N 2.15 3.24 -0.97  0.267
H 2.24 4.41 -2.70  0.330
C 0.90 3.62 -0.78  -0.154
O 0.03 2.95 -0.11  -0.750
H 2.24 2.07 0.76  0.281
H 0.59 4.54 -1.28  0.617
H 3.81 4.19 -1.87  0.315
H 3.82 2.41 -0.02  0.359
O 2.79 -3.61 1.40  -0.415
C 2.79 -4.79 0.60  0.308
C 3.19 -6.08 2.79  0.125
C 2.71 -6.04 1.48  -0.075
H 3.62 -5.18 3.23  0.432
C 3.14 -7.29 3.50  -0.781
H 1.91 -4.80 -0.06  0.580
C 2.19 -7.20 0.87  -0.484
H 3.51 -7.32 4.52  0.393
C 2.63 -8.45 2.90  -0.408
C 2.16 -8.40 1.58  -0.662
H 1.86 -7.12 -0.17  0.380
H 2.60 -9.39 3.46  0.371
H 1.77 -9.30 1.10  0.386
Si 1.52 -2.67 1.93  0.091
Cl -0.38 3.67 -3.74  -0.569
C 2.10 -1.83 3.50  -1.023
C 0.05 -3.78 2.26  -0.985
C 1.15 -1.43 0.60  -0.275
H 2.59 -2.54 4.18  0.275
H 1.25 -1.38 4.03  0.316
H 2.82 -1.04 3.27  0.314
H 2.02 -0.80 0.39  -0.044
H 0.32 -0.77 0.88  0.059
H 0.88 -1.92 -0.34  0.237
H 0.33 -4.63 2.89  0.386
H -0.37 -4.17 1.32  0.281
H -0.75 -3.22 2.78  0.430
C -2.86 7.14 1.78  -1.037
C -3.33 5.76 1.35  -0.212
O -2.73 5.36 0.08  -0.370
P -2.83 4.58 -1.31  0.497
O -2.27 5.77 -2.28  -0.224
C -2.62 7.17 -2.06  -0.309
C -4.08 7.54 -1.83  -0.927
O -4.37 4.44 -1.96  -0.363
C -4.36 4.45 -3.43  0.249
C -5.56 3.78 -4.08  -1.369
H -1.80 7.15 2.07  0.294
H -3.42 7.45 2.67  0.379
H -3.03 7.88 0.99  0.234
H -3.03 5.03 2.12  0.309
H -4.42 5.73 1.22  0.324
H -1.99 7.52 -1.23  0.234
H -2.29 7.63 -3.01  0.352
H -4.46 7.16 -0.87  0.158
H -4.13 8.63 -1.78  0.363
H -4.72 7.23 -2.65  0.314
H -4.28 5.48 -3.79  0.115
H -3.47 3.90 -3.76  0.126
H -6.51 4.17 -3.71  0.361
H -5.48 4.02 -5.15  0.372
H -5.50 2.69 -4.00  0.175

Computed properties:
LUMO energy   0.38 eV
Frontier orbital gap   9.02 eV